(1)
20
Properties=species:S:1:pos:R:3 method="wB97M-V/def2-TZVPD" max_force_ev_per_a=15.2 homo_ev="-6.41 / -8.93" total_charge=0 lumo_ev="0.917 / -2.659" mol_weight_da=146.2 multiplicity=3 orbital_gap_ev="7.33 / 6.27" total_energy_ha=-527.5772 s2=2.007
C 0.673 0.223 0.719
C 1.719 -1.280 -0.968
C 2.902 0.689 0.358
C -3.531 0.283 -0.741
N 0.572 1.118 1.581
N 1.658 0.015 -0.131
N -2.166 -0.222 -0.624
N -1.697 -0.284 0.458
O -0.350 -0.728 0.350
O -2.188 -0.154 1.543
H 2.726 -1.516 -1.203
H 1.217 -2.032 -0.353
H 1.133 -1.180 -1.908
H 3.126 0.210 1.283
H 3.690 0.861 -0.379
H 2.395 1.616 0.558
H -4.217 -0.566 -0.655
H -3.625 1.097 0.034
H -3.610 0.625 -1.744
H -0.429 1.226 1.823

(2)
108
Properties=species:S:1:pos:R:3 method="wB97M-V/def2-TZVPD" max_force_ev_per_a=3.8 homo_ev=-8.29 total_charge=0 lumo_ev=-0.130 mol_weight_da=692.7 multiplicity=1 orbital_gap_ev=8.16 total_energy_ha=-2635.5256
O 2.898 2.781 -3.099
O -1.545 0.063 3.530
N -2.173 -5.974 4.500
O -2.445 -2.651 4.222
C 3.601 2.717 -2.125
C -1.688 -0.799 2.643
C -2.728 -4.900 4.983
C -2.189 -6.292 3.159
C -2.288 -2.155 2.945
C -2.683 -5.440 2.252
C -2.837 -3.017 2.046
N 4.887 2.216 -2.252
N 3.150 3.271 -0.944
N -1.430 -0.440 1.329
C 4.081 3.460 0.188
C -0.416 2.966 -2.252
C -3.328 -3.796 4.191
C -3.447 -4.250 2.705
C 1.885 3.958 -0.813
C -0.871 0.864 0.947
C 0.796 3.138 -0.026
C 0.516 0.779 -1.224
C -0.806 1.147 -0.558
C 0.118 2.244 -1.086
H -2.712 -4.646 6.016
H -1.780 -7.248 2.825
H -2.603 -5.876 1.295
H -2.824 -2.698 1.003
H 5.365 2.026 -1.409
H 5.130 1.722 -3.113
H -1.664 -1.104 0.580
H 3.734 3.030 1.094
H 4.227 4.530 0.435
H 5.115 3.089 0.034
H 0.397 3.027 -2.977
H -0.788 4.008 -1.981
H -1.209 2.395 -2.709
H -4.311 -3.544 4.602
H -4.496 -4.170 2.499
H 1.547 4.319 -1.789
H 2.120 4.876 -0.185
H 0.120 0.806 1.418
H -1.438 1.743 1.361
H 1.119 2.677 0.912
H 0.005 3.849 0.315
H 0.462 0.290 -2.237
H 1.327 0.395 -0.671
H -1.741 0.914 -1.076
O -2.529 2.333 4.621
H -3.450 1.996 4.869
H -1.973 1.541 4.324
O 2.841 7.422 0.116
H 2.911 7.568 1.115
H 2.117 8.032 -0.241
O 0.612 -8.347 3.412
H 0.768 -8.315 2.412
H 0.851 -7.443 3.797
O 3.269 5.180 -4.316
H 2.802 4.408 -3.859
H 2.589 5.664 -4.888
O 6.412 6.109 0.427
H 6.665 6.426 -0.500
H 5.526 6.531 0.673
O 6.591 0.918 -0.281
H 6.728 0.263 -1.039
H 7.475 1.038 0.196
O 1.163 1.844 -5.144
H 1.706 2.271 -4.404
H 1.642 2.006 -6.020
O -0.476 6.574 -1.253
H -0.421 6.229 -0.303
H 0.051 7.436 -1.306
O -1.657 -2.453 -1.073
H -2.029 -1.907 -1.839
H -1.991 -3.403 -1.171
O 5.505 0.425 -4.907
H 6.480 0.182 -5.018
H 5.239 1.021 -5.680
O -1.692 -4.019 8.378
H -2.125 -4.873 8.050
H -0.708 -4.055 8.145
O 3.162 -0.186 -3.921
H 2.819 0.747 -3.736
H 4.055 -0.107 -4.390
O -2.815 -5.066 -0.983
H -3.609 -4.451 -0.858
H -2.989 -5.916 -0.463
O -3.523 -7.657 -0.241
H -4.090 -7.823 -1.063
H -3.399 -8.539 0.239
O 3.272 -1.392 -1.265
H 2.509 -1.982 -0.957
H 3.079 -1.099 -2.214
O -2.861 2.836 -4.595
H -3.217 2.444 -5.457
H -2.185 3.551 -4.830
O -5.677 -4.281 -0.045
H -6.222 -3.497 0.290
H -5.975 -5.108 0.457
O -3.898 2.457 -0.653
H -4.479 2.487 -1.481
H -2.982 2.122 -0.922
O -5.085 -5.077 7.286
H -4.755 -4.139 7.471
H -4.605 -5.709 7.914
O -1.331 0.458 -4.769
H -0.358 0.732 -4.740
H -1.891 1.294 -4.871

(3)
64
Properties=species:S:1:pos:R:3 method="wB97M-V/def2-TZVPD" max_force_ev_per_a=7.0 homo_ev="-5.30 / -6.48" total_charge=0 lumo_ev="0.700 / -1.791" mol_weight_da=470.4 multiplicity=5 orbital_gap_ev="6.00 / 4.69" total_energy_ha=-3171.6678 s2=6.044
C 2.675 -1.524 0.384
C 2.279 -0.377 -0.412
C 2.638 0.817 0.349
H 1.937 -0.378 -1.408
C 3.242 0.407 1.583
C 3.234 -1.049 1.628
H 3.686 -1.644 2.391
H 2.656 -2.538 0.058
H 2.577 1.832 -0.019
H 3.715 1.063 2.294
Fe 1.257 -0.338 1.438
C -2.478 2.119 -3.096
H -1.789 2.878 -2.741
H -3.504 2.384 -2.839
H -2.345 2.075 -4.171
Si -1.985 0.697 -2.201
C -1.876 -1.245 -2.086
C -0.774 -2.095 -2.120
H 0.209 -1.799 -1.755
C -0.942 -3.410 -2.631
H -0.055 -4.055 -2.753
C -2.201 -3.869 -2.995
H -2.324 -4.846 -3.455
C -3.337 -3.068 -2.759
H -4.335 -3.431 -3.003
C -3.182 -1.812 -2.209
H -4.056 -1.215 -1.910
C -0.088 1.142 -2.236
C 0.610 0.572 -3.325
H 0.277 -0.372 -3.746
C 1.692 1.255 -3.916
H 2.155 0.835 -4.811
C 2.147 2.463 -3.372
H 2.967 3.013 -3.856
C 1.549 2.964 -2.200
H 1.932 3.899 -1.762
C 0.451 2.299 -1.637
H -0.029 2.743 -0.750
H -2.330 1.165 -0.775
H -2.943 0.158 -3.185
C -0.266 -1.711 1.254
P -0.778 0.067 0.748
C -2.421 -0.168 1.573
C -0.395 1.740 1.773
C -0.134 1.562 3.260
P 1.005 0.125 3.536
C 2.329 0.810 4.553
C 0.112 -0.945 4.695
H -1.007 -2.030 1.980
H 0.753 -1.924 1.719
H -0.352 -2.306 0.349
H -2.249 -0.463 2.600
H -3.020 0.755 1.546
H -2.993 -0.958 1.056
H 0.447 2.227 1.231
H -1.320 2.329 1.569
H 0.385 2.444 3.644
H -1.048 1.414 3.834
H 1.993 0.872 5.599
H 3.198 0.143 4.493
H 2.617 1.805 4.192
H 0.169 -0.503 5.698
H -0.942 -1.078 4.409
H 0.606 -1.921 4.699

(4)
30
Properties=species:S:1:pos:R:3 method="wB97M-V/def2-TZVPD" max_force_ev_per_a=5.0 homo_ev=-14.43 total_charge=+1 lumo_ev=-4.548 mol_weight_da=155.3 multiplicity=1 orbital_gap_ev=9.88 total_energy_ha=-463.4924
C -0.583 -0.580 -3.462
C -1.109 0.653 -1.370
C -1.782 -0.389 0.972
C -0.283 -1.698 -0.585
C 0.532 1.513 1.591
C 1.309 -0.803 1.552
C 1.840 0.642 -0.322
C -0.537 -0.356 0.036
C 0.716 0.284 0.681
N -0.964 0.267 -2.594
N -1.503 1.882 -1.064
H 0.343 -0.350 -3.972
H -1.314 -1.241 -3.964
H -1.586 -0.812 1.905
H -2.658 -0.880 0.418
H -2.140 0.623 1.202
H -0.890 -1.980 -1.419
H -0.658 -2.393 0.154
H 0.744 -2.020 -0.729
H -0.109 1.411 2.407
H 1.510 1.564 2.013
H 0.371 2.390 1.178
H 2.182 -0.491 2.092
H 1.647 -1.680 0.975
H 0.714 -1.242 2.422
H 1.729 1.682 -0.410
H 2.793 0.477 0.129
H 1.800 0.368 -1.346
H -1.433 2.368 -0.097
H -1.697 2.394 -1.827